The following is a DFT calculation (ωB97M-V/def2-TZVPD) of C30H38N3O2PPt as an isolated structure.

- E (eV) = -52811.923
- spin multiplicity = 5
- E_HOMO (alpha / beta) (Eh) = -0.480 / -0.551
- LUMO energy (alpha / beta) (eV) = -5.26 / -9.11
- orbital gap (alpha / beta) (eV) = 7.79 / 5.89
- charge = +2

Positions of all 75 atoms, in Å:
Pt1 -0.448 -0.988 -0.069
C1 2.193 -0.029 2.534
C2 2.901 -0.775 1.407
C3 4.377 -0.403 1.307
P1 1.902 -0.539 -0.142
C4 2.743 -1.410 -1.551
C5 1.801 -1.238 -2.742
C6 2.976 -2.880 -1.221
C7 2.021 1.218 -0.606
C8 3.212 1.855 -0.884
C9 3.262 3.218 -1.213
C10 4.542 3.894 -1.510
C11 2.051 3.939 -1.252
C12 0.853 3.337 -0.996
C13 0.797 1.952 -0.666
N1 -0.353 1.337 -0.475
C14 -1.577 1.827 -0.204
C15 -1.808 2.527 1.027
C16 -0.716 2.627 2.037
C17 -3.042 3.085 1.235
C18 -4.092 2.949 0.312
C19 -5.385 3.615 0.567
C20 -3.882 2.166 -0.834
C21 -2.658 1.604 -1.111
C22 -2.410 0.832 -2.362
H1 2.674 -0.252 3.483
H2 1.146 -0.328 2.599
H3 2.241 1.046 2.379
H4 2.815 -1.855 1.592
H5 4.514 0.676 1.292
H6 4.857 -0.835 0.431
H7 4.896 -0.784 2.185
H8 3.699 -0.921 -1.763
H9 0.772 -1.491 -2.440
H10 2.087 -1.893 -3.564
H11 1.807 -0.209 -3.102
H12 2.032 -3.384 -1.019
H13 3.629 -3.006 -0.361
H14 3.450 -3.372 -2.069
H15 4.134 1.295 -0.860
H16 5.381 3.205 -1.507
H17 4.727 4.681 -0.776
H18 4.501 4.397 -2.477
H19 2.070 4.989 -1.497
H20 -0.071 3.894 -1.042
H21 -0.356 1.628 2.286
H22 -1.076 3.107 2.941
H23 0.126 3.204 1.655
H24 -3.218 3.646 2.140
H25 -5.234 4.543 1.116
H26 -6.023 2.983 1.190
H27 -5.923 3.804 -0.359
H28 -4.700 2.012 -1.525
H29 -3.349 0.550 -2.828
H30 -1.833 -0.076 -2.154
H31 -1.840 1.434 -3.073
C23 -4.187 -1.159 1.655
C24 -2.838 -1.130 1.016
O1 -2.672 -1.447 -0.185
O2 -1.821 -0.789 1.687
H32 -4.349 -2.155 2.066
H33 -4.966 -0.972 0.921
H34 -4.237 -0.436 2.463
N2 -2.520 -6.839 -2.046
C25 -2.003 -6.150 -1.295
C26 -1.383 -5.312 -0.329
C27 -1.269 -5.722 1.003
C28 -0.672 -4.866 1.913
C29 -0.192 -3.644 1.467
N3 -0.302 -3.264 0.195
C30 -0.887 -4.059 -0.691
H35 -1.648 -6.686 1.307
H36 -0.578 -5.134 2.955
H37 0.293 -2.948 2.142
H38 -0.961 -3.699 -1.709